{
  "formula": "C26H16F5N5O2S3SeW",
  "method": "ωB97M-V/def2-TZVPD",
  "homo_ev": [-13.006, -12.994],
  "spin_multiplicity": 1,
  "lumo_ev": [-7.140, -7.280],
  "charge": 2,
  "molar_mass_g_mol": 884.44,
  "orbital_gap_ev": [5.8652, 5.7142],
  "symbols": ["W", "N", "C", "C", "C", "C", "C", "C", "N", "C", "C", "C", "S", "C", "N", "H", "H", "H", "H", "H", "H", "H", "O", "C", "C", "C", "C", "C", "C", "C", "O", "N", "N", "C", "S", "C", "C", "S", "H", "H", "H", "H", "H", "H", "H", "H", "H", "F", "C", "C", "F", "C", "F", "C", "Se", "C", "F", "C", "F"],
  "coordinates": [[-0.2951, 0.2691, -0.5584], [-4.0115, -1.4745, 0.2824], [-3.4665, -2.7082, -0.0655], [-4.0412, -3.9712, -0.1245], [-3.2026, -5.0029, -0.4896], [-1.8452, -4.7796, -0.7719], [-1.2827, -3.5222, -0.7112], [-2.1241, -2.4675, -0.3619], [-1.8857, -1.0949, -0.1951], [-3.0423, -0.5639, 0.2017], [-3.0775, 0.8558, 0.4800], [-4.0436, 1.6967, 0.9257], [-3.4086, 3.2729, 1.0960], [-1.9043, 2.7517, 0.5398], [-1.8553, 1.4674, 0.2584], [-4.9647, -1.3063, 0.5645], [-5.0830, -4.1396, 0.1095], [-3.5942, -6.0085, -0.5492], [-1.2224, -5.6226, -1.0369], [-0.2310, -3.3805, -0.9090], [-5.0704, 1.4803, 1.1717], [-1.0575, 3.4130, 0.4305], [-0.5799, -0.4705, 3.8356], [0.7472, -0.4842, 4.1124], [1.0965, -0.7083, 5.4425], [2.4211, -0.7392, 5.8176], [3.4367, -0.5472, 4.8782], [3.1017, -0.3184, 3.5668], [1.7568, -0.2780, 3.1562], [1.4764, -0.0046, 1.7527], [0.2060, -0.0690, 1.3125], [2.3677, 0.3331, 0.8954], [1.7985, 0.5784, -0.3637], [2.7833, 0.8694, -1.2224], [2.5083, 1.4375, -2.8196], [4.2274, 1.9565, -3.1060], [5.1217, 0.9966, -2.3549], [4.4112, 0.7303, -0.7059], [-0.6924, -0.3912, 2.8813], [0.3029, -0.8600, 6.1606], [2.6738, -0.9189, 6.8540], [4.4737, -0.5788, 5.1795], [3.8729, -0.1646, 2.8246], [4.3306, 2.9808, -2.7503], [4.3970, 1.9268, -4.1810], [6.1192, 1.4107, -2.2149], [5.2042, 0.0339, -2.8590], [1.5247, -2.6543, -6.5558], [0.9723, -1.7968, -5.7232], [0.9456, -2.0777, -4.3610], [1.4809, -3.1906, -3.8830], [0.3622, -1.1503, -3.5302], [0.3814, -1.3791, -2.1680], [-0.1888, 0.0307, -3.9651], [-0.9971, 1.2083, -2.7057], [-0.1506, 0.2953, -5.3231], [-0.6607, 1.4215, -5.7956], [0.4286, -0.6113, -6.2029], [0.4662, -0.3532, -7.4944]],
  "forces_ev_per_a": [[0.2, -1.0, -0.5], [0.1, 0.0, 0.0], [0.0, 0.0, 0.0], [0.0, 0.0, 0.0], [0.0, 0.0, 0.0], [0.0, 0.0, 0.0], [0.0, 0.0, 0.0], [0.0, 0.0, 0.0], [-0.1, 0.0, 0.0], [-0.1, 0.0, 0.0], [0.0, 0.0, 0.1], [0.1, 0.0, 0.0], [0.0, 0.0, 0.0], [0.0, -0.1, 0.0], [0.0, 0.2, -0.1], [0.0, 0.0, 0.0], [0.0, 0.0, 0.0], [0.0, 0.0, 0.0], [0.0, 0.0, 0.0], [0.0, 0.0, 0.0], [0.0, 0.0, 0.0], [0.0, 0.0, 0.0], [0.0, 0.0, 0.0], [0.0, 0.0, 0.0], [0.0, 0.0, -0.1], [0.0, 0.0, 0.0], [0.0, 0.0, 0.0], [0.0, 0.0, 0.0], [0.1, 0.0, 0.0], [-0.1, 0.1, 0.1], [-0.1, 0.2, 0.0], [0.1, -0.1, 0.0], [0.0, 0.0, 0.2], [-0.1, 0.0, 0.0], [-0.1, 0.0, 0.0], [0.0, 0.0, 0.0], [0.0, 0.0, 0.0], [0.0, 0.0, 0.0], [0.0, 0.0, 0.0], [0.0, 0.0, 0.0], [0.0, 0.0, 0.0], [0.0, 0.0, 0.0], [0.0, 0.0, 0.0], [0.0, 0.0, 0.0], [0.0, 0.0, 0.0], [0.0, 0.0, 0.0], [0.0, 0.0, 0.0], [0.0, 0.0, 0.0], [0.0, 0.0, 0.0], [0.0, 0.0, 0.0], [0.0, 0.0, 0.0], [0.1, 0.1, 0.0], [0.0, 0.1, 0.2], [-0.1, -0.1, 0.1], [0.1, 0.5, 0.0], [0.0, -0.1, 0.0], [0.0, 0.0, 0.0], [0.0, 0.0, 0.0], [0.0, 0.0, 0.0]],
  "lowdin_charge": [1.43, 0.23, -0.15, 0.02, -0.04, -0.04, 0.00, -0.18, -0.01, -0.24, -0.28, -0.26, 1.18, -0.39, -0.19, 0.19, 0.13, 0.12, 0.12, 0.11, 0.10, 0.11, 0.08, -0.24, 0.01, -0.04, -0.06, -0.02, -0.09, -0.35, -0.24, 0.02, -0.25, -0.87, 1.00, -0.45, -0.47, 1.07, 0.06, 0.13, 0.12, 0.11, 0.11, 0.09, 0.10, 0.10, 0.09, 0.18, -0.11, -0.13, 0.16, -0.24, -0.06, -0.51, 0.83, -0.24, 0.12, -0.12, 0.17]
}